C53H46BBr3N9O14 as an isolated structure at a distorted geometry, computed with ωB97M-V/def2-TZVPD.

HOMO, eV: -7.18
Molecular weight, g/mol: 1283.5
Frontier orbital gap, eV: 7.30
Total charge: -1

Last column: Löwdin charge in e.
CARTESIAN COORDINATES (ANGSTROEM)
O: 1.35955 1.09175 -3.14372  0.110
C: 0.89936 1.10059 -2.02306  -0.426
O: -0.02368 0.31210 -1.60817  0.225
B: -0.42595 0.64344 -0.20678  -0.803
O: 0.73145 1.50412 0.19704  0.195
C: 1.51332 1.88752 -0.79860  -0.314
O: 2.41321 2.78172 -0.77887  0.055
O: -0.58852 -0.58177 0.66528  0.211
C: -1.85207 -0.63560 1.07813  -0.413
O: -2.33344 -1.48345 1.74344  0.161
C: -2.51354 0.68261 0.60235  -0.401
O: -1.68865 1.38924 -0.18749  0.231
O: -3.63810 0.96106 0.78816  0.169
C: -1.01124 1.68612 -9.91799  -1.567
Br: -1.66386 -0.11841 -10.10403  0.570
Br: -1.99803 2.69547 -8.57850  0.552
Br: -0.84172 2.77573 -11.61761  0.479
H: 0.00662 1.55870 -9.54941  -0.034
C: 3.20559 7.61169 6.98018  -0.057
C: 3.25388 8.17117 5.72908  -0.062
C: 2.92788 9.51587 5.45608  0.008
C: 2.79232 10.32599 6.55041  -0.155
C: 2.75459 9.77489 7.84842  -0.016
C: 2.88488 8.45156 8.05820  -0.079
N: 2.66046 11.75222 6.35913  -0.344
O: 2.47377 12.43613 7.37722  0.053
O: 2.54937 12.20216 5.24022  0.083
H: 3.48205 6.58821 7.18623  0.109
H: 3.41035 7.70797 4.76609  0.109
H: 2.99975 9.92961 4.46106  0.122
H: 2.75504 10.38786 8.73761  0.119
H: 2.75925 7.98285 9.02303  0.110
C: -9.99374 -8.39664 4.64712  -0.055
C: -10.01946 -9.08139 5.84306  -0.074
C: -11.08468 -9.87492 6.18887  -0.023
C: -12.03047 -10.14938 5.24014  -0.105
C: -12.07525 -9.31994 4.05399  -0.014
C: -11.06884 -8.49005 3.75484  -0.093
N: -13.19510 -11.03812 5.53699  -0.304
O: -14.19210 -11.04456 4.77421  0.046
O: -13.23313 -11.55195 6.67318  0.046
H: -9.25955 -7.67780 4.31454  0.110
H: -9.26320 -8.81519 6.56667  0.112
H: -11.09539 -10.27460 7.19213  0.124
H: -12.83750 -9.25321 3.29181  0.117
H: -11.13258 -7.95944 2.81634  0.113
C: -9.14121 5.22137 -4.26330  -0.050
C: -9.66169 5.56605 -5.49668  -0.087
C: -10.93576 5.10922 -5.91336  -0.002
C: -11.63674 4.14534 -5.15155  -0.118
C: -11.15309 3.72500 -3.89291  -0.006
C: -9.87070 4.19620 -3.49968  -0.033
N: -12.99191 3.59275 -5.56288  -0.350
O: -13.35206 3.82633 -6.66456  0.095
O: -13.65219 2.88062 -4.77217  0.037
H: -8.16878 5.49887 -3.88414  0.101
H: -9.13765 6.35629 -6.01370  0.102
H: -11.26515 5.38009 -6.90559  0.109
H: -11.81041 3.15415 -3.25380  0.108
H: -9.38358 3.77979 -2.63036  0.094
N: 4.29783 -4.33651 -11.39130  0.038
C: 4.70278 -3.82624 -10.18687  -0.157
C: 5.69692 -4.39777 -9.41238  -0.074
C: 6.28623 -5.61581 -9.90132  -0.065
C: 5.74974 -6.25659 -11.05332  -0.070
C: 4.73398 -5.58114 -11.77699  -0.131
H: 4.36455 -2.87310 -9.80803  0.096
H: 5.96144 -3.93788 -8.47168  0.095
H: 7.08444 -6.04831 -9.31634  0.090
H: 6.24002 -7.18296 -11.31382  0.087
H: 4.34477 -5.83763 -12.75122  0.092
N: -3.37470 -7.23426 9.51212  0.039
C: -2.83924 -8.14615 10.36803  -0.147
C: -1.79031 -9.00680 9.94998  -0.071
C: -1.21768 -8.99557 8.60747  -0.051
C: -1.80840 -8.01345 7.79667  -0.087
C: -2.84970 -7.16346 8.26524  -0.138
H: -3.17871 -8.17987 11.39274  0.092
H: -1.29220 -9.52183 10.75808  0.080
H: -0.38916 -9.64538 8.36725  0.094
H: -1.43069 -7.98027 6.78541  0.092
H: -3.22168 -6.53494 7.46963  0.097
N: 10.06832 7.67148 3.06620  0.046
C: 9.83505 6.59456 2.24261  -0.150
C: 9.26441 6.75566 1.02866  -0.077
C: 8.86593 8.07122 0.58905  -0.072
C: 9.15878 9.16789 1.35537  -0.071
C: 9.72886 8.86882 2.62079  -0.168
H: 10.13062 5.60434 2.55646  0.100
H: 8.92656 5.91983 0.43397  0.098
H: 8.21722 8.16827 -0.26893  0.100
H: 8.96823 10.19102 1.06677  0.097
H: 10.03600 9.64488 3.30620  0.095
N: 8.20693 -0.74542 3.40169  0.062
C: 6.83185 -0.92563 3.35316  -0.126
C: 5.92020 -0.68542 4.38730  -0.065
C: 6.49267 -0.33345 5.62406  -0.093
C: 7.86154 -0.12595 5.78836  -0.058
C: 8.59518 -0.38393 4.60649  -0.200
H: 6.43435 -1.22790 2.39554  0.096
H: 4.91624 -1.07515 4.30622  0.102
H: 5.80919 -0.28925 6.45911  0.095
H: 8.37074 0.16561 6.69507  0.096
H: 9.66254 -0.24410 4.69357  0.091
N: -3.31422 -9.22390 -0.52133  0.039
C: -4.07824 -8.41417 -1.30974  -0.129
C: -3.46009 -7.33987 -1.98289  -0.091
C: -2.12884 -7.14616 -1.86716  -0.103
C: -1.32880 -7.83478 -0.95604  -0.071
C: -1.97332 -8.87908 -0.33403  -0.142
H: -5.12137 -8.66413 -1.43553  0.094
H: -4.13302 -6.63595 -2.44989  0.101
H: -1.67691 -6.22840 -2.21340  0.108
H: -0.26310 -7.69721 -0.84763  0.103
H: -1.47189 -9.60479 0.28909  0.090
N: 8.17928 7.92885 -8.53199  0.051
C: 9.48249 7.52407 -8.26452  -0.127
C: 9.82385 6.40417 -7.47972  -0.079
C: 8.78880 5.63415 -6.92478  -0.089
C: 7.46259 5.97725 -7.19348  -0.063
C: 7.25990 7.13559 -7.97290  -0.171
H: 10.26787 8.07991 -8.75505  0.090
H: 10.80935 6.21047 -7.08262  0.093
H: 8.95703 4.80946 -6.24805  0.100
H: 6.68629 5.43669 -6.67236  0.100
H: 6.24869 7.46236 -8.16543  0.095



C4H7N3O as an isolated structure at a distorted geometry, computed with ωB97M-V/def2-TZVPD.

HOMO, eV: -8.43
Energy above the lowest of the compared OMol25 structures with the same formula, charge and spin, kJ/mol: 568.6
Molecular weight, g/mol: 113.1
Frontier orbital gap, eV: 9.15
Total charge: 0

Last column: natural (NBO) charge in e.
CARTESIAN COORDINATES (ANGSTROEM)
C: -2.44999 0.29419 0.24039  -0.414
C: -0.12925 -0.62048 -0.04239  0.528
C: 0.56990 0.63177 -0.17141  -0.503
C: 1.80644 -0.13658 -0.09427  0.301
H: -3.45455 -0.19035 0.26988  0.205
H: -2.50091 0.88492 1.08220  0.206
H: -2.73613 1.21491 -0.60148  0.175
H: -2.05062 -1.62687 -0.09057  0.424
H: -0.00831 1.60269 -0.79412  0.285
H: 3.71032 -0.06672 -0.03037  0.357
H: 3.14499 1.45406 -0.30315  0.330
N: -1.44763 -0.80600 0.02931  -0.609
N: 3.03518 0.52227 0.42633  -0.762
N: 1.93906 -1.45391 0.00412  -0.207
O: 0.57148 -1.70391 0.07552  -0.315



The molecule C5H6O, computed with ωB97M-V/def2-TZVPD.

HOMO, eV: -10.51
Energy above the lowest of the compared OMol25 structures with the same formula, charge and spin, kJ/mol: 354.4
Molecular weight, g/mol: 82.1
Frontier orbital gap, eV: 9.54
Total charge: 0

Last column: natural (NBO) charge in e.
CARTESIAN COORDINATES (ANGSTROEM)
C: -1.39663 0.44411 0.15158  -0.603
C: -0.42613 -0.73013 0.02024  -0.392
C: 0.96996 -0.26394 -0.35882  -0.514
C: 1.41600 -0.33493 -1.58537  0.336
C: 1.84292 0.26973 0.72766  0.430
O: 1.46542 0.35303 1.87227  -0.506
H: -1.03153 1.18263 0.87469  0.221
H: -1.53812 0.94578 -0.81253  0.211
H: -2.36923 0.08096 0.50086  0.218
H: -0.78906 -1.45688 -0.71477  0.223
H: -0.30761 -1.23852 0.98390  0.240
H: 2.85305 0.58235 0.41644  0.137



The molecule C2H4O2S at a distorted geometry, computed with ωB97M-V/def2-TZVPD.

Structure (SMILES): O=C(S)CO
HOMO, eV: -9.81
Energy above the lowest of the compared OMol25 structures with the same formula, charge and spin, kJ/mol: 118.3
Molecular weight, g/mol: 92.1
Frontier orbital gap, eV: 10.19
Total charge: 0

Last column: natural (NBO) charge in e.
CARTESIAN COORDINATES (ANGSTROEM)
C: -1.26724 0.67379 0.01388  -0.167
C: 0.35633 0.69621 -0.00340  0.451
H: -1.88821 -0.99567 0.67419  0.470
H: -1.53048 0.93794 1.01972  0.187
H: -1.61764 1.48458 -0.60865  0.212
H: -0.03542 -1.73574 0.39437  0.140
O: -1.74560 -0.62235 -0.16051  -0.695
O: 1.01315 1.67007 0.00924  -0.518
S: 1.02481 -1.01831 -0.02077  -0.080